Entry 1:
Below is a molecular structure, C48H54AsBr2CuN5P, with properties calculated with the ωB97M-V functional and the def2-TZVPD basis.

The multiplicity is 2. As for the HOMO energy (alpha / beta): -0.371 / -0.380 Ha. Its energy above the lowest of the compared OMol25 structures with the same formula, charge and spin is 14.2 kcal/mol. The value obtained for the strongest force on any atom is 0.398 eV/Å. The calculation puts the frontier orbital gap (alpha / beta) at 7.65 / 6.54 eV. Its net charge is +1.

```
112
Properties=species:S:1:pos:R:3:forces:R:3
C 0.6028 1.2790 5.6101 0.062 0.047 -0.051
H -0.8756 -3.6682 -4.1894 0.000 -0.002 0.008
C 2.9167 -0.5003 1.1943 0.021 0.041 -0.036
C -3.0550 2.9880 -0.1669 0.072 0.180 0.313
C 4.1317 -1.0974 1.4760 0.084 -0.049 0.025
C -3.5496 0.5868 4.9658 0.004 -0.060 0.003
H -6.7477 1.2791 1.6063 -0.027 0.007 -0.016
C -1.3099 -2.7669 0.8134 -0.040 0.065 0.062
C -2.3013 0.3527 4.4182 0.041 0.112 -0.028
C 1.2301 -4.0050 -1.5631 -0.057 0.025 0.088
H -1.7845 -0.5791 4.6217 -0.052 -0.020 0.036
H 1.1372 1.5925 7.6585 0.007 0.007 -0.007
H -3.8960 0.8366 -3.0935 0.039 -0.020 0.011
H -0.7690 -2.7038 -0.1257 0.147 0.011 -0.145
C -0.0143 -2.0819 -3.0134 -0.041 -0.014 0.010
H -0.6279 3.8099 -2.4519 0.097 -0.107 -0.126
H 2.8717 4.9483 -0.5624 -0.023 0.024 0.013
C -3.8430 -3.7732 -0.1715 -0.068 -0.019 -0.033
H 2.6820 0.4621 1.6299 -0.023 -0.023 0.077
C -3.5745 2.7658 3.9572 -0.102 0.047 -0.008
C -2.3017 1.8405 -0.0560 0.069 -0.113 0.314
C 1.1294 2.6110 1.1433 0.026 0.012 -0.239
H 1.8897 4.5601 1.6788 -0.024 -0.013 0.007
C -1.6813 1.3190 3.6227 -0.045 -0.189 -0.063
Cu -0.0524 -0.1110 0.6180 0.130 0.009 0.224
C -2.8605 0.5868 0.3174 -0.161 0.048 -0.269
H 1.6982 -4.7544 -0.9412 0.040 -0.002 -0.016
C -4.1940 1.7945 4.7271 -0.010 0.024 -0.003
H -3.6357 2.2374 -4.1491 0.059 -0.005 -0.029
H -2.9419 -5.7232 0.0928 0.031 -0.012 -0.019
H 0.0277 3.3638 -4.0262 0.009 -0.071 -0.002
H 1.4683 1.0551 -1.7019 -0.010 -0.007 -0.001
C 0.4059 -4.3780 -2.6100 0.006 -0.161 -0.008
H -0.6514 -2.4194 1.6193 0.036 0.008 -0.022
P -0.0843 0.8454 2.8840 0.198 0.203 0.280
C -6.5270 1.6232 0.5940 0.063 -0.025 0.053
H -2.2782 4.3592 -1.6232 -0.137 0.087 0.169
C 1.3858 -2.6461 -1.3060 -0.231 -0.084 -0.166
H 3.5077 -1.2612 5.5284 -0.039 -0.032 -0.001
H -0.8347 -4.8439 1.1198 -0.002 0.036 0.007
C 1.9174 -0.3421 4.4208 -0.132 0.017 0.020
H -4.2741 -3.4134 3.2384 0.010 0.016 -0.005
H -5.4985 -3.1582 1.0898 -0.026 -0.031 -0.018
H -4.0708 3.7112 3.7772 0.021 0.001 0.016
H 0.6453 3.0887 3.0590 0.072 0.055 -0.025
H -1.4261 4.4047 -0.0841 -0.001 -0.017 -0.002
C 1.5772 1.8745 -1.0004 0.150 0.112 -0.048
C -0.8639 3.3272 -3.3995 0.165 0.032 0.027
Br 0.1482 -6.2133 -2.9883 0.001 0.215 0.042
Br 5.9950 -3.2474 1.2658 -0.146 0.106 -0.033
H -2.0714 -4.6647 -1.0229 0.015 -0.046 -0.018
N -2.0137 -0.4725 0.4234 -0.035 0.122 0.058
H -4.4909 -4.1042 -0.9877 0.017 0.015 -0.001
H -6.9767 0.9138 -0.1018 -0.043 0.023 0.002
C -1.7301 -4.2163 1.0684 0.022 -0.067 -0.018
C -0.2305 -3.4080 -3.3624 -0.044 -0.008 -0.015
C -3.3484 1.7732 -3.2051 -0.112 -0.003 -0.074
H -1.8435 3.3017 2.8161 -0.014 -0.007 -0.114
C -4.4302 2.9169 0.0582 0.087 -0.073 0.065
C -2.6236 -4.6916 -0.0789 -0.029 0.074 0.011
H 2.9977 -0.0336 7.6102 0.012 0.019 -0.007
H -0.5001 -1.2819 -3.5582 -0.019 -0.038 -0.056
H -4.1038 -1.2611 2.1373 0.100 -0.051 0.112
C -3.3875 -2.3396 -0.4542 0.086 0.014 0.066
H 4.8472 -0.6162 2.1273 -0.026 -0.001 0.019
H -5.1717 1.9797 5.1528 0.005 0.006 -0.007
H -2.8355 -5.3334 2.5505 0.027 -0.002 0.053
H 3.6851 -3.7841 -0.5040 0.011 -0.001 -0.013
C -2.3212 2.5315 3.4068 0.052 -0.015 -0.081
C 2.2893 -2.1687 -0.2317 0.364 0.028 0.139
H -1.5092 1.7693 -5.6827 -0.032 -0.007 0.005
H -1.6579 3.8861 -3.8959 -0.005 -0.011 -0.034
H -7.0009 2.5929 0.4543 -0.023 -0.013 -0.016
C 3.4699 -2.8637 0.0182 -0.064 -0.010 -0.068
H -4.7843 -0.3494 0.7451 0.035 0.065 -0.046
H -4.9816 -4.8307 1.3263 -0.053 0.022 0.019
H -3.0317 5.1406 -0.2389 0.017 -0.005 0.054
H -5.0321 3.8145 -0.0302 -0.015 -0.009 0.011
C -3.7151 -3.3730 2.2995 -0.037 -0.074 0.030
N 1.9889 -1.0220 0.3943 -0.040 -0.345 -0.153
C -3.2504 -1.9322 2.0679 0.004 -0.015 -0.005
C -1.1755 0.9583 -5.0352 0.028 0.026 -0.007
H -3.6327 2.4307 -2.3836 0.002 -0.124 -0.197
H -2.7753 -2.3047 -1.3622 -0.046 0.012 -0.026
C -4.6235 -3.8138 1.1466 0.091 0.011 0.002
C 1.3644 1.0560 6.7464 -0.026 0.063 0.023
H -4.2542 -1.7025 -0.6211 0.002 0.023 -0.027
H 2.1045 -0.9147 3.5243 0.043 -0.077 -0.015
C 2.3459 4.0269 -0.3504 -0.036 -0.115 0.074
C 2.2350 3.0399 -1.3276 0.007 -0.018 -0.064
H -1.7306 0.0563 -5.2942 -0.029 -0.007 0.081
H -0.1167 0.7754 -5.2241 -0.007 0.000 -0.002
H -2.5452 -1.6380 2.8482 -0.052 -0.001 -0.012
C -2.5052 -4.3050 2.3832 -0.007 0.068 -0.070
As -1.4131 1.4509 -3.1398 -0.034 0.068 -0.345
H -1.8654 -4.0159 3.2226 -0.002 -0.026 0.010
C -5.0395 1.7047 0.3777 -0.045 0.009 0.004
H -4.0219 -0.1719 5.5767 0.008 0.015 0.013
C 1.8003 3.8155 0.8983 0.033 0.098 -0.004
C -2.4120 4.2969 -0.5409 -0.104 -0.003 -0.076
C 0.8748 0.5818 4.4328 -0.049 -0.108 -0.162
C -2.5162 -1.8224 0.7156 -0.167 -0.192 -0.044
C 4.3898 -2.3282 0.8996 0.075 -0.008 0.024
N 0.5397 2.3611 2.3670 -0.082 0.016 0.135
H -1.2436 1.8717 -0.2641 0.099 0.046 0.072
H -0.2103 1.9938 5.6425 -0.030 -0.024 0.035
C -4.2683 0.5645 0.5021 -0.093 -0.021 -0.018
C 2.6910 -0.5509 5.5524 0.069 -0.026 0.039
H 2.6528 3.1767 -2.3145 0.004 -0.023 0.006
N 1.0346 1.6666 0.2050 -0.292 0.205 0.121
C 2.4105 0.1442 6.7190 0.014 -0.022 -0.023
N 0.7718 -1.6992 -2.0160 0.094 0.080 0.152
```
Positions in Å, forces in eV/Å.

Entry 2:
Below is 9 unconnected molecules or ions with the total composition C48H54N6O18S3 in a non-equilibrium geometry, with properties calculated with the ωB97M-V functional and the def2-TZVPD basis.

As for the HOMO energy: -0.362 Ha. The value obtained for the strongest force on any atom is 1.279 eV/Å. The calculation puts the frontier orbital gap at 8.74 eV. The SMILES is O=[N+]([O-])c1ccccc1.O=[N+]([O-])c1ccccc1.O=[N+]([O-])c1ccccc1.O=[N+]([O-])c1ccccc1.O=[N+]([O-])c1ccccc1.O=[N+]([O-])c1ccccc1.O=S1(=O)CCCC1.O=S1(=O)CCCC1.O=S1(=O)CCCC1.

```
129
Properties=species:S:1:pos:R:3:forces:R:3
C -18.8881 24.9225 -14.5877 -0.254 -0.103 -0.756
C -8.6042 27.9480 -14.4201 -0.197 -0.478 0.443
C -15.3120 23.6637 -23.1812 0.085 -0.029 0.223
N -15.2396 22.3197 -23.7730 0.139 0.023 -0.168
H -9.1404 28.3809 -13.5739 0.112 0.100 0.010
C -14.3674 25.3317 -21.7741 0.068 0.083 -0.227
C -12.8477 25.5474 -16.8913 -0.804 0.020 0.453
H -17.3990 26.2900 -22.9346 0.071 0.026 -0.204
C -10.6038 20.4078 -19.4293 0.195 -0.122 -0.356
H -13.4732 26.1463 -16.2190 0.297 0.210 0.013
N -10.1667 27.3714 -20.3510 0.162 -0.081 0.253
C -9.3986 22.1022 -15.6759 0.043 0.510 -0.397
H -8.4492 26.9047 -14.1473 0.115 -0.026 -0.275
H -12.9168 29.9830 -11.8453 -0.071 -0.015 0.125
H -7.8865 22.2557 -12.6556 -0.103 -0.013 0.030
H -12.3045 31.4203 -23.0160 0.057 -0.091 -0.162
C -18.7681 23.6182 -20.1713 0.531 0.836 -0.562
H -16.8655 25.3961 -13.9344 -0.135 -0.213 -0.115
H -8.4369 26.8692 -17.1381 0.046 0.035 -0.205
C -10.4895 30.4365 -22.4265 -0.076 0.332 0.210
C -9.0707 19.9092 -14.8095 0.227 -0.230 0.039
C -11.5587 26.9052 -12.0195 -0.069 0.547 -0.431
H -19.5197 24.5640 -16.6837 -0.176 0.055 0.220
H -17.5947 20.8742 -17.7516 -0.213 0.115 0.202
S -6.9486 28.5348 -16.4330 -0.120 -0.567 0.461
O -10.4240 24.9740 -11.5391 0.102 0.102 -0.042
H -15.2156 24.7593 -19.2443 0.313 0.351 -0.281
C -14.2775 24.0794 -22.3612 0.025 0.046 -0.018
C -13.7131 28.3211 -12.9543 -0.066 0.036 -0.228
C -13.5350 26.9968 -13.3461 -0.177 0.205 0.426
H -12.2863 25.2622 -13.1828 0.074 0.057 -0.058
S -17.6041 27.2136 -15.1378 0.039 -0.504 -0.033
C -17.9441 21.6776 -18.3889 0.489 -0.320 -0.329
O -21.7537 23.1415 -18.3678 -0.021 0.071 -0.080
O -9.3813 26.8488 -11.3026 0.125 0.020 0.145
O -21.2672 24.5968 -19.8828 -0.062 -0.083 0.003
C -16.5045 25.6904 -22.8219 -0.199 -0.062 0.238
H -10.9667 28.6646 -10.9902 -0.152 0.024 0.115
C -8.3679 21.8133 -13.5166 0.637 -0.029 0.264
H -18.1077 26.6818 -17.4488 0.349 -0.074 0.132
H -9.5084 24.0933 -19.9199 0.006 0.030 0.162
C -8.8780 22.0785 -19.4687 0.224 0.315 -0.443
H -9.1186 18.8364 -14.9515 -0.097 -0.004 0.186
H -16.0167 21.8567 -19.3262 -0.093 -0.166 -0.153
H -16.7492 23.6494 -20.8710 -0.037 -0.176 -0.193
N -20.9912 23.6582 -19.1619 -0.158 0.154 0.203
H -8.5283 19.9843 -19.1473 0.012 0.024 0.025
C -17.0509 22.1780 -19.3302 0.103 0.379 0.042
H -9.9184 29.0877 -15.6835 0.178 0.039 -0.098
H -14.3586 22.9453 -18.1379 -0.246 0.078 -0.077
C -17.8594 25.8510 -13.9854 0.844 0.026 0.432
H -10.1167 20.3737 -16.6474 0.184 -0.214 -0.065
C -18.6996 25.0013 -16.1148 0.365 -0.544 -0.103
H -17.8305 24.3870 -16.3784 0.142 0.327 -0.107
C -11.1451 22.7185 -19.8785 -0.023 0.643 0.146
C -19.6263 23.1332 -19.2212 -0.107 -0.484 0.168
O -13.2649 19.9038 -19.6397 0.015 0.266 -0.005
H -13.4425 23.4209 -22.1743 0.025 0.024 -0.067
H -18.7171 23.8960 -14.2725 -0.204 0.014 0.249
H -9.7117 22.7618 -16.4721 -0.137 0.031 0.111
H -17.2131 24.0926 -24.0770 0.011 -0.146 0.076
C -19.2372 22.1519 -18.3243 -0.106 -0.239 0.238
O -13.7314 21.9675 -20.0551 0.192 -0.301 0.045
C -17.4605 23.1684 -20.2148 0.173 -0.182 0.502
O -16.2809 21.8156 -24.1350 -0.076 -0.070 -0.039
H -15.5288 25.7360 -17.8300 0.094 -0.105 0.178
H -14.5449 28.8805 -13.3675 -0.043 -0.032 0.153
C -11.7346 28.2148 -11.6058 0.534 0.068 -0.101
C -9.4497 28.0973 -15.6879 -0.440 0.309 -0.027
C -7.2914 28.6678 -14.6608 -0.330 1.008 -0.656
C -14.6844 23.7527 -17.4768 0.302 -0.679 -0.459
O -8.0291 24.5107 -13.4807 -0.045 0.013 -0.133
H -18.0644 26.2091 -12.9789 -0.262 0.266 -0.143
C -13.4144 25.6844 -18.2902 0.606 -0.176 -0.933
H -7.4528 29.7465 -14.5696 0.183 -0.061 0.311
O -14.1409 21.8130 -23.8733 -0.040 -0.049 0.088
H -10.2837 27.3945 -15.7298 0.127 -0.135 0.173
O -8.9642 27.3595 -20.2036 -0.034 -0.035 -0.073
O -13.6628 23.8687 -15.0176 0.136 -0.347 0.242
H -11.9001 23.4767 -20.0221 0.007 -0.048 -0.191
C -12.1253 28.5945 -21.1864 -0.627 -0.278 0.011
H -8.0771 19.7491 -12.9421 0.031 0.216 0.186
C -8.4628 20.4438 -13.6758 -0.247 -0.443 -0.192
O -18.2751 28.3994 -14.7031 -0.233 0.499 0.213
H -9.8619 31.1766 -22.9041 0.090 -0.097 -0.011
O -10.9160 26.5033 -19.9320 -0.059 0.030 -0.077
C -10.7564 28.5050 -21.0672 0.085 0.000 -0.297
H -6.4116 28.3618 -14.1083 -0.031 -0.189 0.078
C -9.9214 29.4034 -21.6988 0.304 0.092 -0.504
H -15.5318 27.0876 -21.4832 -0.163 0.065 -0.157
H -13.3458 26.7280 -18.5994 -0.435 0.024 -0.004
N -8.5940 24.0727 -14.4602 -0.068 0.107 -0.095
C -18.5287 26.4626 -16.4697 -0.585 0.324 -0.330
C -8.5629 27.9271 -16.9164 -0.188 -0.152 0.349
H -19.4970 26.9701 -16.4379 0.004 -0.061 0.068
C -11.5170 21.4068 -19.7175 -0.054 -0.376 0.225
H -13.7657 29.6267 -22.0472 -0.016 0.237 0.012
N -12.9401 21.0593 -19.8098 -0.184 0.043 -0.051
H -19.9102 25.2274 -14.3633 0.044 -0.017 0.308
O -12.2127 23.0266 -16.8988 0.059 -0.649 0.085
H -13.5477 25.6986 -21.1683 -0.046 -0.096 0.098
H -19.9131 21.7530 -17.5824 -0.182 0.131 -0.100
C -12.8096 28.9363 -12.0921 -0.080 -0.144 -0.296
O -6.7492 29.8501 -16.9851 0.160 0.114 -0.099
O -5.9801 27.4862 -16.6303 0.213 0.103 -0.244
S -13.2584 23.8801 -16.4006 -0.183 1.264 -0.078
C -8.7904 22.6200 -14.5506 -0.246 -0.077 -0.179
H -10.9153 19.3779 -19.3398 -0.117 0.034 0.059
H -12.8238 25.1422 -19.0364 0.263 0.003 0.324
C -9.5599 20.7378 -15.7970 -0.316 0.229 0.024
C -9.8105 23.0676 -19.7596 -0.029 -0.277 -0.041
C -12.6912 29.6143 -21.9324 0.225 -0.078 0.206
H -15.5858 23.4212 -16.9703 0.073 0.182 0.300
H -14.3055 26.4734 -13.8961 0.158 0.162 -0.366
H -7.8318 22.3562 -19.4181 -0.015 -0.102 0.131
C -9.2641 20.7535 -19.3393 -0.139 -0.053 0.225
C -16.4267 24.4373 -23.4215 -0.156 0.428 -0.108
H -19.0529 24.4146 -20.8453 -0.301 -0.089 0.064
C -12.4228 26.3018 -12.9106 -0.175 -0.767 0.398
C -15.4819 26.1356 -21.9980 0.303 -0.217 0.193
O -9.0080 24.7572 -15.3862 0.031 -0.069 0.211
H -8.9140 28.4974 -17.7700 0.134 -0.080 -0.150
H -12.7706 27.8585 -20.7267 0.163 -0.047 0.069
H -8.8495 29.2725 -21.7170 -0.005 -0.040 0.335
H -11.7924 25.7484 -16.7360 0.085 -0.078 -0.124
C -11.8665 30.5690 -22.5107 -0.259 0.018 -0.020
C -14.8010 25.0531 -18.2821 -0.704 0.004 0.657
O -16.1998 27.2818 -15.4674 0.165 -0.064 -0.099
N -10.3579 26.1881 -11.5854 -0.141 -0.354 0.050
```
Positions in Å, forces in eV/Å.